Record 1
47
Properties=species:S:1:pos:R:3:forces:R:3 method="wB97M-V/def2-TZVPD" smiles="CCCCN(C)Cc1cc(=O)oc2cc3c(cc12)CCCC3" total_energy_ha=-944.24989 e_homo_ev=-8.419 lumo_ev=0.088 spin_multiplicity=1 total_charge=0 e_above_lowest_kj_mol=98.1
O 0.91745 -3.15676 -0.16410 0.1 -0.2 -0.1
O -0.94810 -4.33614 -0.29091 0.2 0.3 0.1
N -2.27599 0.62302 0.04580 0.0 0.0 0.3
C -1.14597 -2.08712 0.40614 0.2 0.5 0.2
C 3.68530 -0.86706 0.13072 -0.2 -0.1 0.1
C -1.54948 1.22195 -1.05233 0.0 -0.1 0.0
C 4.77230 1.70742 -0.51535 0.0 0.1 0.1
C -3.38504 1.44716 0.49251 -0.2 0.1 -0.1
C -1.37432 0.24856 1.12382 -0.1 0.1 0.0
C 0.90490 -0.83556 0.52101 0.4 -0.4 -0.1
C -4.56186 1.40048 -0.48582 0.2 -0.2 0.0
C 3.91185 1.50641 0.73894 0.0 0.1 -0.1
C -5.57072 -0.79138 0.33081 0.1 0.1 -0.3
C 1.56760 -1.99996 0.09105 0.3 0.8 0.2
C -4.97628 -0.02645 -0.84514 -0.1 0.2 0.1
C 3.04037 0.30500 0.55117 0.0 0.0 0.1
C 5.16498 -0.78343 -0.05501 0.1 0.0 -0.1
C 5.52224 0.42764 -0.92995 0.1 -0.1 0.0
C -0.44090 -3.27156 -0.03628 -0.4 -0.5 -0.1
C 1.67776 0.31416 0.73661 0.0 -0.2 0.0
C 2.94834 -2.00732 -0.10176 -0.3 -0.1 0.0
C -0.52643 -0.91810 0.68548 -0.3 -0.6 -0.1
H -0.75774 1.09710 1.46016 -0.1 -0.1 0.0
H -1.08484 2.18331 -0.77513 0.0 0.0 0.0
H 5.27771 0.18529 -1.96510 0.1 0.0 0.0
H 4.11495 2.02240 -1.32761 0.0 0.1 0.0
H -3.72146 1.06400 1.45792 0.1 0.0 0.0
H -5.40340 1.92638 -0.02907 0.0 0.1 0.0
H -4.83020 -0.93783 1.11219 0.1 -0.1 0.2
H -5.91531 -1.77025 0.00586 0.0 -0.1 0.1
H 6.60005 0.58729 -0.87914 0.0 0.0 -0.1
H 5.47915 2.51826 -0.33479 0.0 0.0 -0.1
H 5.55389 -1.69664 -0.50582 0.0 0.0 0.1
H 1.20103 1.22962 1.05103 -0.1 0.1 0.0
H 3.41485 -2.92135 -0.43457 0.1 -0.1 0.0
H -2.22540 1.39177 -1.88649 0.0 0.0 -0.1
H -5.71479 0.01870 -1.64888 0.0 0.0 0.0
H -3.07767 2.49863 0.64158 0.0 -0.1 0.1
H 4.56381 1.34999 1.60307 0.0 0.1 0.1
H 3.31347 2.39880 0.92706 0.0 0.0 0.1
H -0.76612 0.54044 -1.38088 0.0 0.0 -0.1
H -4.30169 1.93524 -1.40103 0.0 0.1 0.0
H -1.97925 -0.07906 1.97414 0.1 0.1 0.0
H -6.41740 -0.25244 0.75214 -0.1 0.0 0.1
H 5.63538 -0.66634 0.92575 0.0 -0.1 0.0
H -4.10114 -0.56011 -1.21714 0.0 0.0 -0.1
H -2.21586 -2.18416 0.49735 -0.1 0.0 0.0

Record 2
51
Properties=species:S:1:pos:R:3:forces:R:3 method="wB97M-V/def2-TZVPD" smiles="COc1ccc(C=C2C(=O)OC(C)(C)OC2=O)cc1.OC[C@@H]1CCCN1" total_energy_ha=-1245.16404 e_homo_ev=-7.983 lumo_ev=-0.751 spin_multiplicity=1 total_charge=0 e_above_lowest_kj_mol=165.1
O 4.00791 0.09375 -1.54438 -0.5 -0.1 -0.3
O 3.07299 2.07707 -1.99125 0.0 -0.9 0.2
O 0.68483 -1.39771 0.04401 0.3 -0.2 0.0
O -2.18396 2.39380 1.41948 -0.7 0.8 -0.4
O 2.73345 -1.73579 -0.75130 0.0 0.2 -0.4
O -4.77363 -0.78007 -1.68683 0.1 -0.2 -0.3
N 0.06611 1.00077 2.20806 0.7 1.0 0.7
C 3.77437 -1.31401 -1.68186 -0.2 0.1 0.6
C 0.46077 1.08358 -1.27239 1.1 0.1 -1.7
C 1.15514 0.37994 2.94898 0.7 0.0 0.3
C -1.06072 1.23297 3.08467 -0.7 -0.7 0.2
C -3.24690 0.94616 -1.23231 -0.6 -0.7 -0.4
C 1.62118 0.34511 -1.24729 -0.6 0.1 0.3
C -0.86072 0.56159 -1.50979 -1.0 0.4 -0.8
C 0.76940 0.43393 4.44895 0.0 -0.5 0.0
C 3.42568 -1.66872 -3.12483 0.1 -0.2 -0.1
C -1.83705 2.50251 2.77825 0.4 -0.7 0.5
C 2.91441 0.92869 -1.64878 0.3 1.0 0.4
C -0.53591 1.21709 4.52796 -0.1 0.0 -0.2
C 1.60047 -0.98801 -0.62140 0.1 -0.3 -0.4
C -1.14628 -0.60825 -2.26877 0.1 0.2 1.0
C -5.12017 -2.06758 -2.23053 0.2 0.6 0.3
C -3.50667 -0.32772 -1.78703 0.8 0.0 0.3
C -2.44907 -1.05878 -2.38421 -0.6 0.2 0.1
C -1.95853 1.41590 -1.21747 0.7 -0.3 0.4
C 5.02351 -2.03473 -1.18862 -0.2 0.2 0.0
H -0.14114 0.57496 1.32627 -0.2 -0.3 -0.1
H -2.77135 3.13231 1.19790 0.2 -0.3 0.0
H -1.74118 2.44133 -0.91336 -0.1 -0.5 0.2
H -2.73627 2.48526 3.42063 0.3 0.3 -0.1
H -4.07766 1.49810 -0.79389 0.2 0.0 -0.3
H 4.85247 -3.11337 -1.25905 0.1 0.2 0.0
H -6.16808 -2.15729 -1.95381 0.1 -0.3 -0.2
H 2.09378 0.95486 2.84141 -0.3 -0.3 -0.3
H -4.52779 -2.86803 -1.76733 -0.1 0.2 -0.1
H 1.54530 0.88918 5.06607 0.0 -0.1 -0.1
H -0.35552 -1.18136 -2.75472 -0.1 0.2 0.4
H 1.34762 -0.65829 2.62090 -0.1 0.4 0.1
H 2.51719 -1.16741 -3.49531 0.3 -0.1 0.2
H -0.37981 2.21808 4.94139 0.0 0.0 -0.2
H -2.66654 -1.99609 -2.89651 0.1 0.3 0.1
H 4.27834 -1.40561 -3.77086 -0.4 0.0 0.2
H 3.28542 -2.75533 -3.19796 -0.1 0.3 0.0
H 5.19465 -1.76249 -0.13909 0.0 -0.1 -0.3
H -1.76300 0.37692 2.96721 0.0 0.4 0.1
H -5.00547 -2.07578 -3.32297 0.0 0.0 0.3
H 0.59781 -0.57473 4.82990 0.1 0.0 0.0
H -1.26072 0.71237 5.16711 0.0 0.1 0.1
H 0.55858 2.17534 -1.37945 0.1 -0.5 0.1
H -1.19820 3.38064 2.98744 -0.3 -0.2 -0.1
H 5.89093 -1.75501 -1.79324 -0.2 0.0 0.1

Record 3
63
Properties=species:S:1:pos:R:3:forces:R:3 method="wB97M-V/def2-TZVPD" total_energy_ha=-5670.74551 e_homo_ev="-8.738 / -8.874" lumo_ev="0.140 / 0.174" s_squared=0.7613 spin_multiplicity=2 total_charge=0 e_above_lowest_kj_mol=84.6
As 0.95937 2.88019 -1.18290 0.1 0.2 -0.5
Co -0.06911 -0.20302 -0.08249 -0.4 -1.6 -1.6
S 1.25684 2.48512 2.26544 -0.3 -0.2 0.6
O 0.69750 1.23549 -1.28516 -0.1 0.1 1.1
O 2.50596 3.10915 2.49828 0.1 0.1 -0.2
O 2.54025 3.19607 -0.46099 0.0 -0.2 -0.1
O 0.67341 2.22551 3.70427 0.3 -0.1 0.0
O 1.17903 1.25845 1.50027 0.5 0.5 0.3
O 0.85012 3.71629 -2.58111 -0.2 -0.1 0.3
N -1.06176 -2.14781 -0.05843 -0.1 0.2 0.3
N -1.19193 0.04156 1.88758 0.1 0.4 -0.2
N 1.16429 -1.27107 -1.28566 -0.1 0.4 0.0
N -1.71615 1.07252 4.20092 0.0 -0.1 0.1
N -1.73072 0.21294 -1.34086 0.0 0.2 0.0
N 0.60615 -1.74767 -2.41248 0.1 -0.1 -0.2
N -1.44257 -2.54322 -1.29367 0.1 0.0 0.0
N -1.54715 -0.40332 -2.52177 -0.2 -0.1 -0.2
C -2.03576 0.34410 -3.52207 0.0 0.1 0.0
C -1.68554 -2.96074 0.79347 0.0 -0.1 -0.2
C -2.32832 1.36980 -1.60882 -0.2 -0.1 -0.1
C -0.78549 4.28294 2.47358 0.2 0.0 -0.1
C -1.76263 5.13135 1.97823 -0.1 0.0 0.0
C -2.28683 -3.58071 -1.21881 0.0 0.0 0.0
C -0.14255 3.71309 0.19580 0.3 -0.2 0.5
C 2.47922 -1.32788 -1.44356 0.1 -0.1 0.1
C -2.63660 0.14956 2.10647 0.1 0.0 0.0
C -2.55632 1.50322 -2.98024 0.0 0.1 0.1
C -1.19094 -0.29107 4.34618 -0.1 -0.1 -0.1
C -0.51883 -0.63756 3.01203 0.0 0.1 0.0
C 0.02341 3.57507 1.58560 -0.1 0.1 -0.3
C -1.92665 5.28320 0.60946 -0.1 0.0 0.1
C 2.79180 -1.87483 -2.69175 0.0 0.0 0.0
C 1.56395 -2.12597 -3.27281 0.1 0.0 0.1
C -2.90447 1.06562 3.31966 0.1 0.1 -0.1
C -2.47657 -3.89106 0.11115 0.0 0.0 0.2
C -1.11573 4.58487 -0.27296 0.0 -0.1 0.0
B -0.92246 -1.81680 -2.55599 -0.1 0.2 0.2
H -1.23719 -2.39360 -3.56252 0.1 0.0 0.1
H 3.14078 3.39621 -1.19135 0.0 0.1 0.1
H -3.80254 0.72989 3.84772 0.0 0.0 0.1
H -0.23001 1.77482 3.79230 -0.2 0.2 -0.3
H -2.39330 5.68018 2.66618 0.0 0.0 0.0
H -3.07888 2.08903 2.98218 0.0 0.0 0.0
H 3.76740 -2.05701 -3.10888 0.0 0.0 0.0
H -2.60065 2.04686 -0.81281 0.1 0.0 0.0
H -3.05023 -0.84823 2.24507 0.0 0.0 0.0
H 0.51951 -0.31750 3.00964 0.0 0.0 0.0
H -0.63649 4.18098 3.53870 0.0 0.0 0.0
H -1.53833 -2.88870 1.85551 0.0 0.1 0.0
H -0.52262 -1.71060 2.85661 0.0 -0.1 0.0
H -2.68778 5.95381 0.22930 0.0 0.0 0.0
H -3.10096 0.56591 1.21403 0.0 -0.1 0.0
H -1.20834 4.70960 -1.34568 0.0 0.0 0.0
H 3.14261 -0.98650 -0.66282 -0.1 0.1 -0.1
H -1.99213 -1.00227 4.57846 0.0 0.0 0.1
H -2.69057 -4.03209 -2.11140 0.1 0.1 0.0
H -0.46224 -0.32238 5.15420 0.0 0.0 0.0
H -0.85243 0.99517 1.86827 0.1 0.1 0.1
H -1.97975 0.01203 -4.54722 0.0 0.0 0.1
H -3.08945 -4.66992 0.53507 0.1 0.0 -0.1
H -1.95853 1.46833 5.10036 0.0 0.0 0.0
H 1.31091 -2.56222 -4.22672 0.0 0.1 0.1
H -3.02111 2.32636 -3.49658 0.0 -0.1 0.0

Record 4
51
Properties=species:S:1:pos:R:3:forces:R:3 method="wB97M-V/def2-TZVPD" total_energy_ha=-3738.90734 e_homo_ev="-14.381 / -14.389" lumo_ev="-9.227 / -8.869" s_squared=0.7579 spin_multiplicity=2 total_charge=+2 e_above_lowest_kj_mol=155.8
Re 1.43242 -1.07169 0.75231 -2.0 -0.1 1.9
As 0.41347 0.22632 -1.11876 0.3 0.8 -1.3
Cl 2.02343 -3.25945 0.15963 1.6 -0.5 -0.7
O 3.12658 -0.57627 1.26388 -3.0 0.8 -1.0
O -0.38294 -1.95553 0.55108 1.9 3.0 1.0
O -1.80270 -3.62752 0.23251 0.6 0.4 0.1
C 1.42885 1.86818 -1.40189 0.1 -0.1 0.2
C 0.52334 -4.17105 0.21928 -1.9 -0.2 0.1
C -2.60123 1.97621 -4.50235 0.0 0.4 0.0
C -1.93945 3.81325 -3.08477 -0.1 0.1 -0.3
C 4.47952 -0.74907 1.13006 2.4 -0.7 0.1
C -1.62246 0.61978 2.56496 0.1 0.1 -0.2
C 0.91645 -0.25076 3.31068 -0.3 0.2 0.2
C -0.69415 -3.19468 0.34668 -0.3 -2.8 -0.7
C -1.54997 0.59936 -1.14675 0.1 -0.1 0.4
C 0.65239 -0.70222 -2.81261 0.1 -0.2 0.1
C -1.64860 2.92718 -2.06961 -0.1 -0.5 0.1
C -0.21127 -0.88600 3.84372 0.2 0.1 -0.3
C -1.47370 -0.43826 3.45004 0.3 0.1 0.0
C -0.06824 -1.97138 4.85076 -0.1 -0.2 0.3
C -0.50797 1.25293 2.03914 -0.1 -0.1 0.0
C -2.29859 1.08532 -3.49182 0.1 0.0 0.5
C -2.43280 3.34466 -4.30069 0.1 -0.3 0.2
C -1.83646 1.54894 -2.25380 0.1 0.4 -0.5
C 0.78230 0.81475 2.39005 0.2 -0.2 -0.2
H 4.79629 -0.64296 0.08363 -0.2 0.0 0.2
H 5.01966 -0.01707 1.74474 -0.2 -0.1 -0.2
H -1.83703 0.99770 -0.17471 0.1 -0.1 -0.1
H 1.31360 2.55422 -0.56251 -0.1 -0.1 0.0
H -2.61495 0.96251 2.31316 -0.1 0.1 0.0
H 1.89667 -0.48621 3.70926 0.0 -0.1 -0.1
H -2.68948 4.04104 -5.08447 0.0 0.0 -0.1
H 0.54572 -4.84753 1.07466 0.1 0.1 0.0
H -1.79256 4.87246 -2.93959 0.0 0.1 0.0
H -1.30799 3.29493 -1.10815 0.0 0.1 0.0
H 1.12580 2.36585 -2.32632 -0.1 -0.2 0.1
H 0.94149 -2.37477 4.86970 0.0 -0.1 0.0
H 0.33065 -0.04328 -3.62615 0.0 -0.1 0.2
H 0.42860 -4.75347 -0.69852 0.1 0.1 0.1
H 1.70311 -0.96393 -2.96149 -0.1 0.1 0.1
H 1.63433 1.46115 2.19175 0.0 -0.1 -0.1
H -2.97268 1.61289 -5.44653 -0.1 0.0 -0.1
H -2.45688 0.02552 -3.63645 0.0 -0.1 -0.1
H -2.03260 -0.37107 -1.29358 0.2 0.0 0.1
H 2.48331 1.59296 -1.48227 -0.1 0.0 0.0
H -2.35131 -0.90620 3.87006 -0.1 -0.1 0.0
H 4.75411 -1.75439 1.47642 0.1 0.2 -0.1
H -0.28442 -1.57774 5.84518 0.0 0.0 0.1
H 0.05231 -1.61510 -2.82953 0.0 0.1 0.0
H -0.78245 -2.77267 4.66970 0.0 -0.1 0.0
H -0.61154 2.12216 1.40026 0.0 0.0 0.0

Record 5
60
Properties=species:S:1:pos:R:3:forces:R:3 method="wB97M-V/def2-TZVPD" total_energy_ha=-8520.63589 e_homo_ev="-4.813 / -4.813" lumo_ev="1.409 / 1.428" s_squared=3.7575 spin_multiplicity=4 total_charge=-1 e_above_lowest_kj_mol=0.0
Te 0.39589 1.42550 3.65090 0.0 0.0 0.0
Br -6.43827 -1.68434 -3.82939 0.0 0.0 0.0
Br -5.23853 -3.25436 3.82902 0.0 0.0 0.0
Co -0.68098 -0.59204 -0.38748 0.4 -0.2 0.2
P 1.55279 0.58589 1.77452 -0.1 0.2 0.0
O 3.01111 0.04990 2.17958 0.1 -0.1 0.0
O 0.94265 -0.05916 -1.79228 -0.1 0.0 0.0
O 1.84709 1.70628 0.65192 0.1 0.0 0.1
O -0.07908 -2.40206 -1.03999 -0.2 0.1 0.0
O 0.94552 -0.54408 0.99573 -0.3 -0.1 0.0
O 1.61396 -3.58652 -1.89720 0.0 0.0 0.0
N -2.48665 -0.91189 -1.55920 -0.1 0.0 0.0
N -2.10366 -1.37255 0.99628 -0.1 0.0 0.0
N -1.19523 1.39954 -0.34182 0.0 0.0 -0.1
C -3.53199 -1.43817 -0.92205 0.1 0.0 0.3
C -1.42426 2.50902 -0.56690 -0.1 0.1 0.0
C -2.58612 -0.59494 -2.84208 -0.1 -0.1 0.1
C 3.12261 -1.10485 -1.73261 0.0 0.0 0.1
C 1.58631 -1.28252 -3.72003 0.0 0.0 0.0
C -4.27530 -2.28912 1.34481 0.1 0.0 0.2
C 1.68260 -1.23083 -2.20144 0.1 0.0 0.0
C -3.30757 -1.71941 0.53341 0.0 0.1 -0.3
C -3.74640 -0.80584 -3.56942 0.0 0.0 -0.1
C 1.92204 3.12305 0.86138 -0.1 0.0 0.0
C 4.11609 -0.04663 4.31387 0.0 0.0 0.0
C -2.71354 -2.12694 3.16467 0.0 0.0 0.1
C -1.80554 -1.56970 2.27446 -0.1 0.0 0.0
C -3.95384 -2.48649 2.67963 0.1 0.0 -0.1
C -4.82374 -1.36339 -2.90699 0.0 0.0 0.1
C -4.73793 -1.68729 -1.56422 0.1 0.1 -0.1
C 3.30794 3.61104 0.50269 0.0 0.0 0.0
C 3.88467 0.76290 3.05774 0.0 0.0 -0.1
C 1.03828 -2.53357 -1.64633 0.0 0.1 -0.1
B -1.77174 4.01777 -0.92608 0.0 -0.1 0.0
H 3.45781 1.73802 3.30833 0.0 0.0 0.0
H 3.67486 -2.00153 -2.00676 0.0 0.0 0.0
H 1.15656 3.57245 0.22873 0.0 0.0 0.0
H 3.15570 -1.00284 -0.64534 0.0 0.0 0.0
H -0.90532 4.72756 -0.46155 0.0 0.0 0.0
H 3.17271 -0.17620 4.84322 0.0 0.0 0.0
H 4.52180 -1.02784 4.06570 0.0 0.0 0.0
H 3.59131 -0.22958 -2.18919 0.0 0.0 0.0
H -1.70523 -0.15171 -3.28970 0.0 0.0 0.0
H -1.79376 4.08402 -2.13933 0.0 0.0 0.0
H 1.41329 0.37860 -1.06517 0.1 0.1 -0.1
H 2.05500 -0.39975 -4.15847 0.0 0.0 0.0
H -2.85888 4.26490 -0.45052 0.0 0.0 0.0
H 4.81995 0.46786 4.97158 0.0 0.0 0.0
H -2.44454 -2.26384 4.20136 0.0 0.0 0.0
H 3.53669 3.39753 -0.54171 0.0 0.0 0.0
H 4.81650 0.92225 2.50917 0.0 0.0 0.0
H 2.07660 -2.18319 -4.08538 0.0 0.0 0.0
H 0.54003 -1.31121 -4.03131 0.0 0.0 0.0
H -5.24792 -2.57286 0.97507 0.0 0.0 0.0
H 3.37472 4.68977 0.65494 0.0 0.0 0.0
H 4.06248 3.12661 1.12519 0.0 0.0 0.0
H -3.79970 -0.53722 -4.61387 0.0 0.0 0.0
H 1.66504 3.35049 1.89855 0.0 0.0 0.0
H -0.81717 -1.25553 2.58422 0.0 0.0 0.0
H -5.58772 -2.11094 -1.05283 0.0 0.0 0.0

Record 6
67
Properties=species:S:1:pos:R:3:forces:R:3 method="wB97M-V/def2-TZVPD" smiles="FC(F)C(F)(F)COC(F)(F)C(F)F.FC(F)C(F)(F)COC(F)(F)C(F)F.C=CC[PH2](CCCCl)CCC(=O)O" total_energy_ha=-3439.81196 e_homo_ev=-7.922 lumo_ev=0.337 spin_multiplicity=1 total_charge=0
Cl -0.98924 -1.58461 2.58971 0.0 0.0 0.1
P -1.58693 -3.32574 -1.07253 0.1 -0.2 0.1
F -3.34438 1.53808 -1.94841 0.0 0.0 0.2
F 0.09878 2.19913 -1.75000 0.0 0.2 -0.1
F 1.27454 5.69471 -3.37184 0.0 0.0 0.1
F 0.19422 3.88497 -3.94486 0.0 -0.1 0.1
F -0.95910 0.32323 -2.06760 -0.1 0.0 -0.1
F 5.58254 0.04061 1.41447 -0.2 0.2 0.0
F 6.82003 0.85435 4.59805 0.2 0.0 -0.1
F 4.73705 0.45051 4.09188 0.0 -0.1 -0.1
F 3.53614 4.19861 1.43244 -0.1 0.0 0.0
F -0.23397 4.86535 -1.27591 0.1 -0.1 -0.1
F 6.50356 -1.22101 2.93061 0.0 0.1 0.1
F -2.07768 2.26028 -3.57062 0.1 0.0 0.0
F 2.96466 0.77659 1.93612 0.2 0.0 0.0
F 4.87313 2.61135 0.81123 -0.1 -0.1 0.0
F 2.26283 2.04362 0.30272 0.1 0.1 0.0
F -0.99479 6.67620 -2.19025 0.1 0.1 -0.1
O -2.08538 4.81019 -2.56333 0.5 -0.5 -0.2
O -3.90154 -1.63180 0.36501 0.2 0.3 -0.4
O 4.42471 2.94341 2.99665 -0.1 -0.7 -0.2
O -5.77768 -2.67055 -0.29642 1.6 0.7 -0.1
C -2.88081 -4.59375 1.05783 -0.4 -0.5 -0.2
C 5.72367 2.45219 3.31489 0.2 0.5 0.0
C 0.59942 -1.46921 1.76628 -0.1 0.0 -0.5
C -4.16630 -2.18932 -1.98704 0.5 -0.4 -0.2
C -4.67715 -2.19745 -0.57781 -2.2 -0.8 0.4
C 3.92923 2.93749 1.71144 0.6 0.3 0.3
C -2.23876 2.28585 -2.23163 0.1 0.4 -0.5
C 5.89294 0.94581 3.60299 -0.6 0.2 0.0
C 0.04901 5.18295 -3.62568 0.1 0.1 -0.2
C 0.52105 -1.90564 0.32021 -0.1 -0.4 0.1
C -0.82997 5.34881 -2.38059 -0.6 -0.1 0.4
C -3.04300 -3.20661 -2.32132 -0.3 0.4 0.2
C 6.41268 0.04921 2.47294 0.3 -0.2 0.0
C -2.56789 3.72331 -1.78038 -0.3 0.4 0.3
C -1.07056 1.56899 -1.54756 0.0 -0.3 0.3
C -2.22576 -4.87555 -0.26062 1.0 -1.3 0.9
C -0.06708 -3.30747 0.11736 0.3 0.4 0.1
C 2.68813 2.04777 1.58629 -0.4 0.0 0.0
C -4.03013 -5.20255 1.42043 0.3 0.7 0.3
H -2.59839 -2.86535 -3.25178 0.1 0.1 -0.2
H -4.16201 -6.27168 1.37695 -0.7 -0.1 -1.5
H -2.90844 -5.44621 -0.87071 -0.2 0.1 -0.3
H 1.31731 -2.08906 2.28070 0.0 -0.1 0.5
H -2.39026 -3.91814 1.74370 -0.6 1.3 -0.5
H 5.95324 2.93848 4.26121 -0.1 -0.1 0.1
H -0.68100 -3.50106 -2.15135 -0.1 0.0 0.0
H 1.88659 2.42160 2.22724 0.1 0.1 0.0
H 1.54492 -1.92138 -0.03851 0.2 0.3 -0.2
H -3.64926 3.79966 -1.87912 0.0 0.0 -0.1
H -5.02459 -2.45190 -2.58504 -0.3 0.0 -0.2
H -1.34654 -5.50897 -0.10465 0.3 0.1 -0.2
H 7.40531 0.37302 2.14801 0.0 0.0 0.0
H -1.24506 1.47812 -0.47102 -0.1 0.0 0.0
H -1.84175 -1.98467 -0.67624 0.0 0.0 -0.1
H -3.86510 -1.19721 -2.30397 0.2 0.3 0.3
H 0.88416 -0.43255 1.82566 0.2 0.2 0.2
H -0.39615 5.70808 -4.47322 0.0 0.0 0.1
H -4.83642 -4.59882 1.81892 0.3 -0.3 1.5
H -0.01470 -1.14094 -0.24087 -0.1 0.0 -0.2
H 6.47008 2.81221 2.60752 0.0 -0.2 -0.2
H -3.51399 -4.15913 -2.54332 0.1 -0.3 0.1
H -0.25897 -3.73538 1.09704 -0.3 -0.1 0.1
H -2.35561 3.86970 -0.72173 0.2 -0.1 0.0
H 0.70094 -3.93036 -0.33325 0.0 -0.3 -0.2
H -4.41450 -1.58037 1.18269 -0.1 -0.3 0.1